# 1
{
  "formula": "C2HN5O",
  "method": "ωB97M-V/def2-TZVPD",
  "elements": ["O", "C", "N", "C", "N", "N", "N", "N", "H"],
  "positions_angstrom": [[-0.37, 2.18, -1.08], [-0.17, 1.01, -0.82], [1.02, 0.44, -0.53], [1.11, -0.38, 0.42], [0.05, -0.61, 1.50], [-1.20, -0.58, 1.05], [-1.40, -1.03, -0.21], [-1.17, -0.19, -1.12], [2.13, -0.83, 0.79]],
  "nbo_charge": [-0.466, 0.715, -0.467, 0.270, -0.179, 0.041, 0.029, -0.162, 0.218],
  "homo_lumo_gap_ha": 0.2950,
  "energy_ev": -11582.4116,
  "fmax_ev_per_a": 5.37,
  "de_lowest_kcal_mol": 82.9,
  "smiles": "O=c1ncnnnn1",
  "multiplicity": 1
}

# 2
{
  "formula": "C3H5B",
  "method": "ωB97M-V/def2-TZVPD",
  "elements": ["H", "B", "C", "C", "C", "H", "H", "H", "H"],
  "positions_angstrom": [[1.02, -1.91, -1.94], [0.69, -1.16, -1.17], [0.10, -0.75, -0.14], [-0.22, 0.29, 0.72], [-0.12, 1.59, 0.52], [-0.59, -1.63, -0.31], [-0.91, -0.28, 1.44], [0.88, 1.66, -0.04], [-0.84, 2.19, 0.92]],
  "nbo_charge": [-0.054, 0.539, -0.814, -0.179, -0.420, 0.313, 0.183, 0.212, 0.219],
  "homo_lumo_gap_ha": 0.3258,
  "energy_ev": -3863.3798,
  "fmax_ev_per_a": 6.77,
  "de_lowest_kcal_mol": 59.1,
  "smiles": "[H]/B=C/C=C",
  "multiplicity": 1
}

# 3
{
  "formula": "C38H36O2P2SW",
  "method": "ωB97M-V/def2-TZVPD",
  "elements": ["W", "C", "C", "P", "C", "C", "C", "C", "C", "C", "C", "C", "C", "C", "C", "C", "P", "C", "C", "C", "C", "C", "C", "C", "C", "C", "C", "C", "C", "H", "H", "H", "H", "H", "H", "H", "H", "H", "H", "H", "H", "H", "H", "H", "H", "H", "H", "H", "H", "H", "H", "H", "H", "O", "H", "H", "O", "S", "C", "C", "C", "C", "C", "C", "C", "C", "C", "C", "C", "C", "H", "H", "H", "H", "H", "H", "H", "H", "H", "H"],
  "positions_angstrom": [[0.24, -0.19, 0.62], [-0.57, 0.15, 2.61], [-1.66, 0.26, 1.66], [-0.97, -2.22, 0.01], [-1.57, -3.24, 1.31], [-2.78, -3.94, 1.13], [-3.32, -4.66, 2.17], [-2.66, -4.71, 3.40], [-1.45, -4.03, 3.59], [-0.91, -3.30, 2.56], [-1.41, -3.06, -1.50], [-2.08, -2.43, -2.56], [-2.45, -3.17, -3.66], [-2.14, -4.53, -3.73], [-1.47, -5.16, -2.68], [-1.12, -4.44, -1.55], [2.22, -1.18, 1.66], [3.44, -1.46, 0.41], [3.04, -2.02, -0.82], [3.97, -2.20, -1.83], [5.29, -1.80, -1.64], [5.69, -1.22, -0.43], [4.78, -1.06, 0.59], [2.84, -1.70, 3.20], [3.91, -2.62, 3.28], [4.35, -3.06, 4.51], [3.73, -2.60, 5.67], [2.66, -1.70, 5.61], [2.21, -1.25, 4.39], [-0.66, -0.63, 3.36], [-0.24, 1.08, 3.07], [-2.07, 1.24, 1.48], [-2.44, -0.48, 1.75], [-3.31, -3.89, 0.19], [-4.25, -5.19, 2.04], [-3.07, -5.30, 4.21], [-0.94, -4.10, 4.54], [0.05, -2.81, 2.68], [-2.39, -1.39, -2.49], [-2.99, -2.71, -4.47], [-2.43, -5.11, -4.60], [-1.25, -6.21, -2.73], [-0.60, -4.93, -0.74], [2.03, -2.39, -0.95], [3.68, -2.67, -2.76], [6.02, -1.95, -2.42], [6.72, -0.91, -0.30], [5.09, -0.60, 1.52], [4.37, -3.02, 2.38], [5.16, -3.77, 4.57], [4.08, -2.95, 6.64], [2.19, -1.35, 6.52], [1.40, -0.54, 4.34], [0.10, -0.36, -1.94], [0.91, -0.24, -2.46], [-0.59, -0.55, -2.58], [1.76, 0.87, -0.33], [2.16, 2.01, 0.68], [2.92, 3.29, -0.28], [2.55, 3.52, -1.60], [3.15, 4.57, -2.28], [4.08, 5.37, -1.63], [4.44, 5.13, -0.31], [3.87, 4.07, 0.38], [0.49, 2.69, 0.85], [-0.42, 2.44, -0.20], [-1.62, 3.14, -0.21], [-1.92, 4.04, 0.81], [-1.01, 4.25, 1.85], [0.20, 3.59, 1.87], [1.83, 2.89, -2.10], [2.88, 4.76, -3.31], [4.54, 6.20, -2.16], [5.18, 5.75, 0.18], [4.15, 3.87, 1.41], [-0.12, 1.91, -1.09], [-2.31, 3.02, -1.03], [-2.84, 4.60, 0.77], [-1.25, 4.95, 2.64], [0.93, 3.79, 2.64]],
  "mulliken_charge": [1.596, -0.889, -1.041, 1.060, 0.513, -0.638, -0.774, -0.552, -0.722, -0.258, 0.864, -0.836, -1.021, -0.496, -0.729, -0.425, 0.762, 0.648, -0.370, -0.720, -0.577, -0.805, -0.699, 0.801, -0.690, -0.815, -0.458, -0.922, -0.333, 0.760, 0.599, 0.263, 0.503, 0.538, 0.469, 0.463, 0.493, 0.265, 0.808, 0.489, 0.468, 0.478, 0.485, 0.334, 0.513, 0.472, 0.487, 0.604, 0.553, 0.469, 0.471, 0.500, 0.326, -0.316, 0.242, 0.230, -0.610, 0.248, 0.947, -0.140, -0.860, -0.503, -0.787, -0.488, 0.928, 0.440, -0.884, -0.682, -0.658, -0.756, 0.269, 0.459, 0.454, 0.465, 0.480, 0.185, 0.512, 0.478, 0.524, 0.540],
  "homo_lumo_gap_ha": 0.1939,
  "energy_ev": -75280.5201,
  "fmax_ev_per_a": 1.73,
  "charge": 4,
  "multiplicity": 1
}

# 4
{
  "formula": "C6H10O",
  "method": "ωB97M-V/def2-TZVPD",
  "elements": ["C", "C", "C", "C", "C", "O", "C", "H", "H", "H", "H", "H", "H", "H", "H", "H", "H"],
  "positions_angstrom": [[-2.25, -0.25, 0.33], [-0.97, 0.08, -0.41], [0.14, -1.02, -0.41], [1.12, 0.03, 0.10], [2.53, 0.23, -0.23], [2.13, -0.24, 1.06], [0.01, 1.06, 0.31], [-2.04, -0.58, 1.35], [-2.91, 0.63, 0.40], [-2.81, -1.05, -0.17], [-1.19, 0.42, -1.43], [-0.05, -1.80, 0.34], [0.37, -1.48, -1.37], [3.05, -0.50, -0.85], [2.94, 1.24, -0.25], [0.16, 2.04, -0.15], [-0.22, 1.19, 1.37]],
  "nbo_charge": [-0.603, -0.203, -0.429, 0.210, -0.104, -0.483, -0.429, 0.203, 0.210, 0.210, 0.201, 0.217, 0.213, 0.179, 0.179, 0.213, 0.217],
  "homo_lumo_gap_ha": 0.4064,
  "energy_ev": -8429.8708,
  "fmax_ev_per_a": 0.32,
  "de_lowest_kcal_mol": 31.6,
  "smiles": "C[C@H]1C[C@]2(CO2)C1",
  "multiplicity": 1
}